a.
DFT (ωB97M-V/def2-TZVPD) results for an isolated molecule of C3H2N4O.

SMILES: O=c1cncnnn1

Geometry as ORCA input:
```
! RIJCOSX wB97M-V def2-TZVPD def2/J DEFGRID3
* xyz 0 1
O 1.93 0.06 0.82
C 1.10 0.19 0.00
C 0.30 1.36 -0.45
N -0.97 1.36 -0.41
C -1.45 0.38 0.54
N -1.30 -0.93 0.48
N -0.42 -1.50 -0.45
N 0.68 -1.06 -0.71
H 0.78 2.16 -0.90
H -1.97 0.74 1.41
*
```

b.
DFT (ωB97M-V/def2-TZVPD) results for an isolated molecule of C3H2N4O.

SMILES: O=c1nccnnn1

Geometry as ORCA input:
```
! RIJCOSX wB97M-V def2-TZVPD def2/J DEFGRID3
* xyz 0 1
O -2.24 -0.48 0.80
C -1.42 -0.42 -0.07
N -1.04 0.76 -0.65
C 0.14 1.16 -0.34
C 1.14 0.32 0.42
N 1.29 -0.97 0.40
N 0.50 -1.74 -0.43
N -0.73 -1.57 -0.60
H 0.47 2.13 -0.63
H 1.89 0.80 1.10
*
```

c.
DFT (ωB97M-V/def2-TZVPD) results for an isolated molecule of C3H2N4O.

SMILES: O=C[C@H]1c2nnnn21

Geometry as ORCA input:
```
! RIJCOSX wB97M-V def2-TZVPD def2/J DEFGRID3
* xyz 0 1
O -2.49 0.79 0.68
C -1.94 -0.18 0.32
C -0.42 -0.08 -0.65
C 0.70 0.73 -0.13
N 1.90 1.30 0.26
N 2.63 0.23 0.47
N 2.01 -0.95 0.29
N 0.81 -0.58 -0.03
H -2.45 -1.14 0.44
H -0.73 -0.13 -1.66
*
```

d.
DFT (ωB97M-V/def2-TZVPD) results for an isolated molecule of C3H2N4O.

SMILES: O=c1nnccnn1

Geometry as ORCA input:
```
! RIJCOSX wB97M-V def2-TZVPD def2/J DEFGRID3
* xyz 0 1
O -0.52 1.53 1.34
C 0.08 1.01 0.34
N -0.01 0.98 -1.00
N -0.42 0.01 -1.69
C -0.88 -1.00 -0.77
C -0.30 -1.46 0.41
N 0.94 -1.07 0.67
N 1.39 0.09 0.49
H -1.81 -1.47 -1.07
H -0.75 -2.17 1.14
*
```

From most stable to least stable, the computed energies give b, a, d, c.

a.
DFT (ωB97M-V/def2-TZVPD) results for a cluster of 2 separate species, C4H10OS in total.

SMILES: C=CO.CCS

Geometry as ORCA input:
```
! RIJCOSX wB97M-V def2-TZVPD def2/J DEFGRID3
* xyz 0 1
C 1.12 3.32 0.19
C 1.69 2.26 -0.37
O 1.06 1.51 -1.32
H 1.70 3.81 0.96
H 0.14 3.70 -0.06
H 2.34 1.58 0.15
H 0.34 2.06 -1.64
C -0.19 -2.84 0.06
C -1.14 -1.79 0.61
S -1.33 -0.31 -0.45
H -0.78 -3.34 -0.70
H -0.02 -3.60 0.83
H 0.76 -2.48 -0.30
H -2.13 -2.23 0.64
H -0.92 -1.47 1.63
H -2.65 -0.17 -0.23
*
```

b.
DFT (ωB97M-V/def2-TZVPD) results for an isolated molecule of C4H10OS.

SMILES: CO[C@@H](C)SC

Geometry as ORCA input:
```
! RIJCOSX wB97M-V def2-TZVPD def2/J DEFGRID3
* xyz 0 1
C 2.16 -1.00 0.29
O 1.59 0.20 -0.18
C 0.31 0.49 0.29
C 0.04 1.96 -0.07
S -0.85 -0.64 -0.57
C -2.26 -0.39 0.52
H 1.78 -1.82 -0.34
H 3.20 -0.87 0.14
H 1.95 -1.26 1.33
H 0.19 0.29 1.34
H 0.82 2.57 0.45
H 0.28 2.23 -1.12
H -0.94 2.21 0.29
H -2.77 0.57 0.31
H -2.00 -0.46 1.57
H -3.04 -1.14 0.39
*
```

From most stable to least stable, the computed energies give b, a.

a.
DFT (ωB97M-V/def2-TZVPD) results for a structure of composition C4H10OS.

Geometry as ORCA input:
```
! RIJCOSX wB97M-V def2-TZVPD def2/J DEFGRID3
* xyz 0 1
C -0.25 -0.34 0.58
C -1.61 -0.61 1.08
C 0.06 -1.61 -0.81
C 1.82 1.13 -0.27
O -0.13 2.24 0.97
S 0.06 1.22 -0.08
H -2.45 -0.62 0.45
H -1.49 -1.72 1.38
H -1.97 0.02 1.90
H 1.07 -2.03 -0.80
H -0.81 -2.29 -0.53
H -0.02 -0.97 -1.74
H 2.02 1.79 0.59
H 2.08 0.15 -0.25
H 2.16 1.60 -1.20
H -0.54 2.04 -1.28
*
```

b.
DFT (ωB97M-V/def2-TZVPD) results for an isolated molecule of C4H10OS.

SMILES: COC[C@@H](C)S

Geometry as ORCA input:
```
! RIJCOSX wB97M-V def2-TZVPD def2/J DEFGRID3
* xyz 0 1
C -2.86 0.02 0.12
O -1.49 -0.22 -0.26
C -0.62 0.78 0.13
C 0.80 0.47 -0.37
C 1.92 1.32 0.10
S 1.24 -1.23 0.13
H -2.99 0.08 1.20
H -3.37 0.87 -0.34
H -3.42 -0.90 -0.17
H -0.89 1.74 -0.27
H -0.51 0.86 1.23
H 0.72 0.46 -1.47
H 2.13 1.14 1.16
H 2.83 1.04 -0.46
H 1.80 2.41 -0.06
H 0.35 -1.83 -0.65
*
```

c.
DFT (ωB97M-V/def2-TZVPD) results for an isolated molecule of C4H10OS.

SMILES: C[C@H](CO)CS

Geometry as ORCA input:
```
! RIJCOSX wB97M-V def2-TZVPD def2/J DEFGRID3
* xyz 0 1
C -1.51 -0.87 -0.26
C -0.25 -0.37 0.45
C -0.19 1.13 0.63
O 0.20 1.62 -0.65
C 0.94 -0.98 -0.27
S 2.56 -0.15 0.05
H -1.61 -0.52 -1.28
H -1.46 -1.97 -0.26
H -2.37 -0.48 0.34
H -0.18 -0.81 1.46
H -1.16 1.55 0.91
H 0.67 1.37 1.32
H 0.37 2.55 -0.64
H 0.83 -1.08 -1.36
H 1.06 -2.04 0.05
H 2.09 1.02 -0.50
*
```

From most stable to least stable, the computed energies give c, b, a.

a.
DFT (ωB97M-V/def2-TZVPD) results for a cluster of 2 separate species, C4H10OS in total.

SMILES: C=C[C@@H](C)O.S

Geometry as ORCA input:
```
! RIJCOSX wB97M-V def2-TZVPD def2/J DEFGRID3
* xyz 0 1
C 0.90 0.13 1.05
C -0.32 0.54 0.67
C -1.33 -0.32 -0.12
C -2.63 0.35 -0.59
O -0.62 -0.96 -1.17
H 1.62 0.77 1.49
H 1.27 -0.87 0.96
H -0.73 1.50 1.01
H -1.74 -0.91 0.65
H -2.76 0.49 -1.76
H -2.77 1.29 -0.13
H -3.33 -0.28 -0.24
H 0.23 -0.56 -1.22
S 4.33 0.13 -0.44
H 3.30 -0.73 -0.85
H 4.58 -0.58 0.69
*
```

b.
DFT (ωB97M-V/def2-TZVPD) results for an isolated molecule of C4H10OS.

SMILES: OCCCCS

Geometry as ORCA input:
```
! RIJCOSX wB97M-V def2-TZVPD def2/J DEFGRID3
* xyz 0 1
O -1.63 1.65 -0.18
C -0.44 1.69 0.68
C -0.16 0.23 1.03
C -0.26 -0.76 -0.14
C 0.87 -0.87 -1.16
S 1.57 -2.61 -0.90
H -1.55 2.26 -0.91
H 0.29 2.30 0.18
H -0.80 2.26 1.56
H -0.59 -0.37 1.85
H 0.95 0.29 1.20
H -1.23 -0.60 -0.77
H -0.78 -1.70 0.23
H 0.64 -0.69 -2.19
H 1.68 -0.15 -0.89
H 1.45 -2.94 0.42
*
```

c.
DFT (ωB97M-V/def2-TZVPD) results for a cluster of 2 separate species, C4H10OS in total.

SMILES: CC=O.CCS

Geometry as ORCA input:
```
! RIJCOSX wB97M-V def2-TZVPD def2/J DEFGRID3
* xyz 0 1
C -0.21 -3.20 2.11
C 1.30 -3.14 1.92
O 2.11 -3.22 2.80
H -0.62 -3.45 1.14
H -0.42 -3.96 2.87
H -0.58 -2.28 2.56
H 1.63 -3.06 0.87
C -0.59 3.53 -1.84
C 0.11 2.24 -1.37
S -0.44 0.74 -2.26
H -0.58 4.22 -1.01
H -0.13 3.98 -2.72
H -1.59 3.22 -2.14
H -0.24 2.05 -0.36
H 1.20 2.30 -1.33
H -0.94 0.06 -1.23
*
```

From most stable to least stable, the computed energies give c, b, a.

a.
DFT (ωB97M-V/def2-TZVPD) results for a cluster of 2 separate species, C3HN3O in total.

SMILES: C#[N+][O-].N#CC#N

Geometry as ORCA input:
```
! RIJCOSX wB97M-V def2-TZVPD def2/J DEFGRID3
* xyz 0 1
C -0.85 0.11 0.86
N -1.13 -1.02 0.64
O -1.03 -2.21 0.62
H -1.26 1.06 0.64
N 2.03 0.27 0.85
C 1.35 0.42 -0.06
C 0.75 0.67 -1.28
N 0.14 0.70 -2.26
*
```

b.
DFT (ωB97M-V/def2-TZVPD) results for an isolated molecule of C3HN3O.

SMILES: N#Cc1ncon1

Geometry as ORCA input:
```
! RIJCOSX wB97M-V def2-TZVPD def2/J DEFGRID3
* xyz 0 1
N -2.55 -0.83 1.67
C -1.48 -0.83 1.11
C -0.44 -0.19 0.20
N 0.81 0.23 0.64
C 1.40 0.51 -0.45
O 0.53 0.37 -1.48
N -0.56 -0.19 -1.17
H 2.27 0.94 -0.52
*
```

From most stable to least stable, the computed energies give b, a.

a.
DFT (ωB97M-V/def2-TZVPD) results for a cluster of 2 separate species, C5H14NO2 in total.

Geometry as ORCA input:
```
! RIJCOSX wB97M-V def2-TZVPD def2/J DEFGRID3
* xyz -1 1
C 0.77 -0.78 -0.56
O 1.97 -1.42 -0.51
C 0.58 0.04 0.81
C -0.74 0.85 1.03
C -2.04 0.39 0.29
C -2.09 0.86 -1.17
N 0.67 -1.01 1.83
H -0.01 -1.61 -0.60
H 0.70 -0.26 -1.52
H 1.48 0.67 0.85
H -0.46 1.90 0.81
H -0.98 0.86 2.09
H -2.96 0.56 0.83
H -1.97 -0.70 0.43
H -2.30 1.94 -1.04
H -3.02 0.55 -1.68
H -1.25 0.55 -1.77
H -0.27 -1.38 1.89
H 1.28 -1.74 1.46
H 3.05 -0.79 -1.14
H 3.88 0.55 -0.77
O 3.71 -0.02 -1.53
*
```

b.
DFT (ωB97M-V/def2-TZVPD) results for a cluster of 2 separate species, C5H14NO2 in total.

Geometry as ORCA input:
```
! RIJCOSX wB97M-V def2-TZVPD def2/J DEFGRID3
* xyz -1 1
C 0.52 -0.56 2.01
C 0.88 -1.50 0.87
C -0.41 0.61 1.64
N 0.16 1.65 0.75
C -0.55 1.94 -0.49
C -0.27 1.15 -1.78
O -0.62 -0.15 -1.65
H 1.39 -0.20 2.56
H -0.03 -1.08 2.81
H 1.94 -1.42 0.60
H 0.35 -1.17 -0.03
H 0.81 -2.57 1.06
H -1.36 0.30 1.24
H -0.58 1.06 2.63
H 1.14 1.42 0.68
H -1.59 1.70 -0.26
H -0.47 3.02 -0.70
H 0.78 1.27 -2.16
H -0.79 1.59 -2.69
H -0.89 -2.95 -2.29
H -0.27 -1.61 -2.17
O -0.16 -2.48 -2.64
*
```

c.
DFT (ωB97M-V/def2-TZVPD) results for a cluster of 2 separate species, C5H14NO2 in total.

Geometry as ORCA input:
```
! RIJCOSX wB97M-V def2-TZVPD def2/J DEFGRID3
* xyz -1 1
C 0.60 -1.15 0.42
O 1.89 -0.91 0.57
C -0.08 -0.25 -0.79
C 0.65 1.06 -0.82
C 0.19 2.22 0.08
C 0.41 1.65 -2.30
N -1.51 -0.19 -0.24
H 0.33 -2.19 0.07
H -0.02 -0.85 1.31
H -0.15 -0.78 -1.74
H 1.72 0.80 -0.74
H -0.83 2.51 -0.14
H 0.46 1.98 1.11
H 0.74 3.09 -0.28
H 1.20 1.19 -2.90
H 0.54 2.73 -2.40
H -0.61 1.45 -2.64
H -2.22 0.11 -0.92
H -1.46 0.64 0.35
H -1.36 -2.16 1.77
H -0.70 -1.95 2.98
O -1.52 -2.40 2.71
*
```

From most stable to least stable, the computed energies give a, b, c.

a.
DFT (ωB97M-V/def2-TZVPD) results for an isolated molecule of C3H7PS.

Geometry as ORCA input:
```
! RIJCOSX wB97M-V def2-TZVPD def2/J DEFGRID3
* xyz 0 1
C 0.06 0.39 0.00
C -0.75 -0.13 1.11
C -0.54 0.27 -1.32
P 2.27 -0.78 -0.14
S 1.76 1.17 0.03
H -1.33 0.73 1.62
H 0.01 -0.37 1.86
H -1.46 -0.85 0.68
H 0.12 0.38 -2.14
H -1.28 1.02 -1.50
H -1.01 -0.70 -1.49
H 2.15 -1.12 1.30
*
```

b.
DFT (ωB97M-V/def2-TZVPD) results for a cluster of 2 separate species, C3H7PS in total.

Geometry as ORCA input:
```
! RIJCOSX wB97M-V def2-TZVPD def2/J DEFGRID3
* xyz 0 1
C 0.29 0.20 0.03
C -1.04 -0.39 -0.30
C 1.41 0.00 -0.98
P 0.52 0.36 1.87
S 0.00 1.94 0.63
H -1.47 -0.02 -1.13
H -1.71 -0.35 0.64
H -0.95 -1.48 -0.44
H 2.44 0.41 -0.76
H 1.11 0.65 -1.73
H 1.40 -1.00 -1.29
H -2.00 -0.31 3.46
*
```

c.
DFT (ωB97M-V/def2-TZVPD) results for a cluster of 2 separate species, C3H7PS in total.

SMILES: CC#P.CS

Geometry as ORCA input:
```
! RIJCOSX wB97M-V def2-TZVPD def2/J DEFGRID3
* xyz 0 1
C -0.10 -1.34 -1.09
C 0.18 -0.07 -1.73
P 0.49 1.37 -2.22
H -0.81 -1.95 -1.77
H 0.88 -1.83 -0.77
H -0.74 -1.09 -0.16
C 0.51 0.86 1.41
S -1.26 0.78 1.80
H 0.62 1.80 0.86
H 0.89 0.05 0.76
H 1.04 0.78 2.35
H -1.71 0.65 0.55
*
```

From most stable to least stable, the computed energies give c, a, b.

a.
DFT (ωB97M-V/def2-TZVPD) results for the ion C6H11N2 with charge +1.

SMILES: CC#[N+]/N=C/C(C)C

Geometry as ORCA input:
```
! RIJCOSX wB97M-V def2-TZVPD def2/J DEFGRID3
* xyz 1 1
C -4.28 -0.11 -0.20
C -2.87 -0.05 -0.07
N -1.75 -0.23 0.32
N -0.55 0.19 0.36
C 0.47 -0.56 0.50
C 1.85 0.02 0.49
C 1.85 1.51 -0.06
C 2.78 -0.98 -0.25
H -4.70 -1.16 -0.14
H -4.89 0.74 0.31
H -4.50 0.39 -1.24
H 0.50 -1.63 0.55
H 1.84 -0.04 1.64
H 2.79 1.71 -0.37
H 1.47 2.18 0.63
H 1.10 1.49 -0.94
H 3.80 -0.42 -0.49
H 2.74 -1.98 0.22
H 2.33 -1.08 -1.27
*
```

b.
DFT (ωB97M-V/def2-TZVPD) results for the ion C6H11N2 with charge +1.

SMILES: CCCC1=NC[NH+]=C1

Geometry as ORCA input:
```
! RIJCOSX wB97M-V def2-TZVPD def2/J DEFGRID3
* xyz 1 1
C -2.42 -0.64 1.02
C -2.24 0.62 0.17
C -1.19 0.49 -0.94
C 0.17 0.11 -0.40
N 0.59 0.38 0.80
C 1.95 -0.04 0.87
N 2.35 -0.51 -0.46
C 1.28 -0.32 -1.21
H -2.23 -1.61 0.55
H -3.39 -0.66 1.51
H -1.71 -0.60 1.85
H -1.95 1.42 0.85
H -3.20 0.84 -0.29
H -0.77 1.51 -1.05
H -1.51 -0.04 -1.83
H 1.90 -0.96 1.48
H 2.66 0.63 1.34
H 3.19 -0.12 -0.91
H 1.22 -0.64 -2.25
*
```

From most stable to least stable, the computed energies give b, a.